Here is a cluster of 2 separate species, HNO4 in total in a non-equilibrium geometry from OMol25. Energies are from ωB97M-V/def2-TZVPD.

Calculated values
- Gap between HOMO and LUMO: 7.89 eV
- Relative energy (zero: lowest compared OMol25 entry of this formula, charge and spin): 20.9 kcal per mole
- LUMO: -1.61 eV
- Calculated total energy: -356.04007 hartree
- Multiplicity: 1

XYZ file:
```
6
Properties=species:S:1:pos:R:3:mulliken_charge:R:1
H 1.60 1.48 0.05 0.410
N 1.74 -0.33 0.02 0.206
O -3.16 0.02 -0.08 -0.043
O -2.21 -0.65 0.08 0.039
O 0.92 0.78 -0.02 -0.347
O 1.12 -1.31 -0.06 -0.265
```

---

Here is the molecule C7H12O in a non-equilibrium geometry from OMol25. Energies are from ωB97M-V/def2-TZVPD.

Calculated values
- Gap between HOMO and LUMO: 8.89 eV
- Relative energy (zero: lowest compared OMol25 entry of this formula, charge and spin): 19.9 kcal per mole
- LUMO: 0.70 eV
- Calculated total energy: -349.11694 hartree
- Multiplicity: 1

XYZ file:
```
20
Properties=species:S:1:pos:R:3:mulliken_charge:R:1
C 1.79 0.42 1.11 -1.292
C -0.09 0.49 -1.84 -1.659
C 0.06 -1.77 -0.75 -1.782
C -0.81 0.68 1.22 0.546
C 0.37 0.34 0.67 -0.473
C -0.24 -0.29 -0.55 2.039
C -1.69 0.08 0.20 -1.060
O -1.19 1.42 2.30 -0.567
H -0.41 1.78 2.73 0.309
H 2.39 0.98 0.38 0.303
H 2.23 -0.58 1.18 0.294
H 1.88 0.90 2.08 0.339
H -0.77 0.11 -2.60 0.381
H -0.29 1.54 -1.68 0.416
H 0.93 0.38 -2.22 0.378
H -0.06 -2.31 0.19 0.419
H 1.08 -1.90 -1.10 0.389
H -0.61 -2.19 -1.49 0.417
H -2.20 -0.84 0.49 0.287
H -2.37 0.76 -0.32 0.316
```

---

Here is the molecule C5H9NO in a non-equilibrium geometry from OMol25. Energies are from ωB97M-V/def2-TZVPD.

Calculated values
- Gap between HOMO and LUMO: 9.60 eV
- Relative energy (zero: lowest compared OMol25 entry of this formula, charge and spin): 39.2 kcal per mole
- LUMO: 0.89 eV
- Calculated total energy: -325.87502 hartree
- Multiplicity: 1

XYZ file:
```
16
Properties=species:S:1:pos:R:3:mulliken_charge:R:1
O -1.00 1.87 2.01 -0.499
C -0.26 1.45 1.16 0.017
C -0.73 1.36 -0.28 -0.547
C -0.11 0.17 -1.11 -0.882
C 0.32 -0.94 -0.17 0.601
C -0.61 -1.66 0.47 -0.962
N 1.71 -0.95 0.06 -0.463
H 0.79 1.16 1.30 0.387
H -1.82 1.35 -0.26 0.256
H -0.50 2.33 -0.73 0.372
H -0.80 -0.22 -1.86 0.345
H 0.75 0.54 -1.66 0.373
H -0.39 -2.50 1.10 0.305
H -1.62 -1.37 0.23 0.243
H 2.05 -1.78 0.53 0.231
H 2.23 -0.81 -0.79 0.223
```

---

Repeat the third record exactly.
Here is the molecule C5H9NO in a non-equilibrium geometry from OMol25. Energies are from ωB97M-V/def2-TZVPD.

Calculated values
- Gap between HOMO and LUMO: 9.60 eV
- Relative energy (zero: lowest compared OMol25 entry of this formula, charge and spin): 39.2 kcal per mole
- LUMO: 0.89 eV
- Calculated total energy: -325.87502 hartree
- Multiplicity: 1

XYZ file:
```
16
Properties=species:S:1:pos:R:3:mulliken_charge:R:1
O -1.00 1.87 2.01 -0.499
C -0.26 1.45 1.16 0.017
C -0.73 1.36 -0.28 -0.547
C -0.11 0.17 -1.11 -0.882
C 0.32 -0.94 -0.17 0.601
C -0.61 -1.66 0.47 -0.962
N 1.71 -0.95 0.06 -0.463
H 0.79 1.16 1.30 0.387
H -1.82 1.35 -0.26 0.256
H -0.50 2.33 -0.73 0.372
H -0.80 -0.22 -1.86 0.345
H 0.75 0.54 -1.66 0.373
H -0.39 -2.50 1.10 0.305
H -1.62 -1.37 0.23 0.243
H 2.05 -1.78 0.53 0.231
H 2.23 -0.81 -0.79 0.223
```